[1]
C5H14 | wB97M-V/def2-TZVPD

```
19
Properties=species:S:1:pos:R:3
C 1.157 -0.736 -1.567
C 1.494 -0.270 -0.157
C 2.867 -0.778 0.340
H 0.114 -0.579 -1.844
H 1.351 -1.800 -1.646
H 1.762 -0.106 -2.222
H 1.520 0.803 0.019
H 0.835 -0.698 0.579
H 2.898 -0.977 1.409
H 3.165 -1.699 -0.171
H 3.661 -0.081 0.068
C -2.067 1.265 0.367
C -3.214 0.494 0.998
H -1.372 0.782 -0.344
H -2.326 2.046 -0.349
H -1.313 1.450 1.129
H -2.967 -0.551 1.181
H -3.519 0.982 1.918
H -4.045 0.453 0.290
```

Computed properties:
Kohn-Sham gap, eV: 12.280
Energy relative to the best compared isomer or geometry (same formula, charge and spin), kcal/mol: 16.21
Total charge: 0

Atomic partial charges in e from the natural (NBO) method, atoms 1 to 5: C -0.6082; C -0.4020; C -0.6033; H 0.2083; H 0.2059

---

[2]
C5H14 | wB97M-V/def2-TZVPD

```
19
Properties=species:S:1:pos:R:3
C -1.628 0.210 -0.955
C -1.590 -1.282 -1.286
C -0.199 -1.649 -1.847
H -1.171 0.719 -1.802
H -0.903 0.408 -0.159
H -2.586 0.636 -0.641
H -1.727 -1.886 -0.391
H -2.320 -1.513 -2.061
H 0.573 -1.090 -1.302
H 0.025 -2.691 -1.640
H -0.139 -1.471 -2.915
C 2.165 0.924 1.655
C 0.801 1.429 2.097
H 2.906 1.230 2.383
H 2.189 -0.142 1.458
H 2.426 1.414 0.717
H -0.081 0.944 1.668
H 0.620 2.482 1.850
H 0.640 1.326 3.172
```

Computed properties:
Kohn-Sham gap, eV: 12.593
Energy relative to the best compared isomer or geometry (same formula, charge and spin), kcal/mol: 6.95
Total charge: 0

Atomic partial charges in e from the natural (NBO) method, atoms 1 to 5: C -0.6074; C -0.3948; C -0.6058; H 0.2009; H 0.1967

---

[3]
C5H14 | wB97M-V/def2-TZVPD

```
19
Properties=species:S:1:pos:R:3
C 0.935 0.232 -1.705
C -0.547 0.173 -1.327
C -1.443 0.421 -2.525
H 0.992 0.986 -2.490
H 1.534 0.408 -0.821
H 1.345 -0.688 -2.134
H -0.960 -0.731 -0.878
H -0.698 0.940 -0.576
H -1.014 1.066 -3.309
H -1.667 -0.447 -3.147
H -2.428 0.818 -2.251
C 1.089 0.074 2.654
C -0.039 -0.948 2.614
H 1.313 0.315 1.599
H 0.694 1.014 3.071
H 1.954 -0.169 3.270
H -0.959 -0.405 2.440
H 0.002 -1.736 1.865
H -0.106 -1.320 3.650
```

Computed properties:
Kohn-Sham gap, eV: 12.362
Energy relative to the best compared isomer or geometry (same formula, charge and spin), kcal/mol: 12.45
Total charge: 0

Atomic partial charges in e from the natural (NBO) method, atoms 1 to 5: C -0.6065; C -0.4082; C -0.6101; H 0.2061; H 0.2077

---

[4]
C5H14 | wB97M-V/def2-TZVPD

```
19
Properties=species:S:1:pos:R:3
C 0.069 -1.248 2.151
C 0.330 0.055 1.359
C 0.430 1.359 2.151
H -0.466 -0.988 3.078
H 0.996 -1.731 2.441
H -0.755 -1.757 1.649
H 1.238 -0.066 0.761
H -0.581 0.107 0.757
H -0.119 1.299 3.098
H 1.468 1.666 2.292
H -0.094 2.147 1.605
C 0.066 -0.220 -2.006
C -0.619 0.054 -3.316
H -0.656 -0.548 -1.240
H 0.681 -1.115 -2.051
H 0.384 0.695 -1.503
H -0.910 -0.889 -3.804
H -1.460 0.748 -3.275
H -0.002 0.432 -4.148
```

Computed properties:
Kohn-Sham gap, eV: 12.039
Energy relative to the best compared isomer or geometry (same formula, charge and spin), kcal/mol: 21.08
Total charge: 0

Atomic partial charges in e from the natural (NBO) method, atoms 1 to 5: C -0.6187; C -0.4003; C -0.6117; H 0.1971; H 0.2119

---

[5]
C5H14 | wB97M-V/def2-TZVPD

```
19
Properties=species:S:1:pos:R:3
C 1.784 1.115 2.996
C 0.739 1.980 2.122
H 1.303 0.913 3.946
H 1.904 0.050 2.597
H 2.778 1.598 2.885
H 0.807 1.860 1.059
H 0.800 3.051 2.358
H -0.281 1.724 2.374
C -0.311 -1.081 -1.566
C -0.700 -1.211 -3.086
C -1.501 -0.907 -0.641
H 0.153 -2.011 -1.194
H 0.480 -0.249 -1.595
H 0.136 -1.657 -3.747
H -0.905 -0.253 -3.556
H -1.610 0.137 -0.300
H -2.541 -1.016 -0.923
H -1.443 -2.074 -3.208
H -1.648 -1.455 0.349
```

Computed properties:
Multiplicity: 2
<S²>: 0.753
Kohn-Sham gap (alpha / beta), eV: 11.135 / 3.091
Energy relative to the best compared isomer or geometry (same formula, charge and spin), kcal/mol: 38.36
Total charge: +1

Atomic partial charges in e from the natural (NBO) method, atoms 1 to 5: C -0.6153; C -0.6128; H 0.2243; H 0.1898; H 0.2272

---

[6]
C5H14 | wB97M-V/def2-TZVPD

```
19
Properties=species:S:1:pos:R:3
C 1.802 -2.673 -0.727
C 1.284 -1.878 -1.852
H 2.715 -2.288 -0.269
H 1.175 -2.734 0.213
H 1.784 -3.726 -1.127
H 0.181 -1.984 -2.004
H 1.602 -2.195 -2.903
H 1.558 -0.817 -1.922
C -1.520 1.324 1.290
C -1.932 2.309 0.135
C 0.034 1.248 1.467
H -1.785 1.858 2.222
H -1.925 0.318 1.326
H -1.944 1.843 -0.833
H 0.503 1.105 0.480
H 0.438 2.140 1.918
H -1.292 3.225 0.262
H -2.989 2.576 0.311
H 0.312 0.348 2.013
```

Computed properties:
Multiplicity: 2
<S²>: 0.753
Kohn-Sham gap (alpha / beta), eV: 11.226 / 2.693
Energy relative to the best compared isomer or geometry (same formula, charge and spin), kcal/mol: 28.58
Total charge: +1

Atomic partial charges in e from the natural (NBO) method, atoms 1 to 5: C -0.5722; C -0.5760; H 0.2959; H 0.3674; H 0.3331

---

[7]
C5H14AlBeN2O4 | wB97M-V/def2-TZVPD

```
27
Properties=species:S:1:pos:R:3
C -2.650 -2.280 -0.031
C -1.261 -2.824 -0.781
O -0.499 -3.688 0.134
C -0.366 -1.582 -1.424
N 1.047 -1.505 -0.890
C 1.139 -0.771 0.430
C 1.627 0.798 0.314
O 1.004 1.559 1.418
Al 0.509 3.303 0.869
O 1.997 4.479 0.663
N 1.723 5.143 -0.494
O 2.308 4.491 -1.377
H -2.464 -1.998 1.090
H -3.395 -3.195 -0.062
H -3.138 -1.418 -0.671
H -1.651 -3.519 -1.669
H -0.939 -3.692 1.052
H -0.274 -1.840 -2.585
H -0.976 -0.581 -1.353
H 1.685 -1.113 -1.620
H 1.961 -1.328 1.092
H 0.126 -0.757 1.037
H 1.396 1.216 -0.756
H 2.809 0.814 0.460
H -0.464 4.005 1.949
H -0.361 3.201 -0.467
Be -0.896 3.083 3.672
```

Computed properties:
Kohn-Sham gap, eV: 2.706
Total charge: +1

Atomic partial charges in e from the natural (NBO) method, atoms 1 to 5: C -0.6719; C 0.1032; O -0.7217; C -0.2788; N -0.4854

---

[8]
C5H14BN3O3 | wB97M-V/def2-TZVPD

```
26
Properties=species:S:1:pos:R:3
B -1.552 -0.052 0.092
C -2.903 0.411 0.895
C -1.882 -0.994 -1.105
C -0.382 -0.409 1.131
C 1.985 0.760 0.999
C 2.576 -0.188 0.016
N 1.727 -0.782 -2.231
N 0.555 0.995 0.883
N 0.037 1.679 -0.133
O -1.061 1.268 -0.535
O 0.548 2.665 -0.566
O 2.108 0.286 -1.307
H -2.873 -0.295 1.706
H -3.761 0.325 0.278
H -2.960 1.423 1.483
H -1.717 -0.687 -2.169
H -2.960 -1.384 -1.095
H -1.224 -1.888 -1.007
H -0.726 -0.144 2.120
H 0.227 -1.237 1.052
H 2.117 0.314 1.969
H 2.487 1.729 0.986
H 2.340 -1.172 0.306
H 3.638 -0.068 0.183
H 0.990 -1.263 -1.742
H 2.666 -1.294 -2.209
```

Computed properties:
Kohn-Sham gap, eV: 9.854
Energy relative to the best compared isomer or geometry (same formula, charge and spin), kcal/mol: 15.96
Total charge: 0

Atomic partial charges in e from the natural (NBO) method, atoms 1 to 5: B 0.4566; C -0.8656; C -0.9109; C -0.4053; C -0.2475